{"formula": "C6H13O2P", "method": "ωB97M-V/def2-TZVPD", "homo_energy_ha": -0.3197, "e_above_lowest_ev": 2.7450, "charge": 0, "elements": ["C", "C", "C", "C", "C", "C", "O", "O", "P", "H", "H", "H", "H", "H", "H", "H", "H", "H", "H", "H", "H", "H"], "xyz": [[0.9908, 0.1539, 1.6181], [0.7663, 1.5368, -0.5094], [-0.5967, -1.1422, -1.6203], [-1.5359, -0.5159, 0.5810], [0.9151, 0.1134, 0.0515], [-0.3607, -0.5991, -0.2965], [1.7513, -4.5356, 0.4089], [0.1528, -2.5638, 0.6084], [1.2242, -3.3121, -0.2209], [1.6875, 0.8078, 2.1216], [1.2833, -0.7377, 2.0906], [0.0206, 0.3841, 2.2187], [-0.0608, 1.9599, -0.1852], [0.7586, 1.3241, -1.6711], [1.5622, 2.0446, -0.2119], [0.1554, -2.0003, -1.8142], [-0.4090, -0.3437, -2.4619], [-1.6656, -1.4709, -1.8590], [-2.5396, -0.4250, 0.1037], [-1.5284, 0.3312, 1.1809], [-1.4890, -1.3469, 1.3519], [1.7025, -0.3678, -0.3642]], "mulliken_charge": [-1.241, -1.604, -1.003, -1.704, 0.475, 0.977, -0.536, -0.399, 0.151, 0.418, 0.383, 0.194, 0.415, 0.316, 0.548, 0.209, 0.304, 0.334, 0.421, 0.410, 0.387, 0.547]}

=====

{"formula": "C6H13O2S", "method": "ωB97M-V/def2-TZVPD", "homo_energy_ha": -0.1604, "e_above_lowest_ev": 0.0798, "charge": -1, "elements": ["C", "C", "C", "O", "O", "H", "H", "H", "H", "H", "C", "C", "C", "S", "H", "H", "H", "H", "H", "H", "H", "H"], "xyz": [[0.5621, -1.1483, 2.1714], [1.6776, -1.7431, 3.0806], [0.8425, -1.3255, 0.6551], [2.0376, -1.4258, 0.3252], [-0.1712, -1.2509, -0.0885], [-0.4306, -1.4902, 2.4548], [0.6381, -0.0681, 2.2725], [2.5049, -1.0536, 3.2352], [2.0965, -2.5860, 2.5340], [1.1758, -1.9546, 4.0287], [-0.1203, 1.0132, -1.9436], [-0.3258, 0.8157, -3.4268], [-2.0648, 1.6787, -0.0572], [-0.9355, 2.4593, -1.2363], [-0.4929, 0.1529, -1.3678], [0.9203, 1.0242, -1.6484], [0.3586, 0.0851, -3.8541], [-0.1763, 1.7457, -3.9910], [-2.6575, 2.4608, 0.4051], [-2.6123, 0.9036, -0.5877], [-1.4752, 1.1685, 0.7031], [-1.3515, 0.5384, -3.6644]], "mulliken_charge": [-0.280, -1.046, 0.484, -0.724, -0.777, 0.376, 0.108, 0.251, 0.260, 0.342, -0.025, -1.094, -0.547, -0.186, -0.008, 0.363, 0.324, 0.298, 0.311, 0.243, 0.053, 0.275]}

=====

{"formula": "C6H13O2Si", "method": "ωB97M-V/def2-TZVPD", "homo_energy_ha": -0.1134, "charge": -1, "elements": ["C", "C", "C", "C", "C", "C", "O", "O", "Si", "H", "H", "H", "H", "H", "H", "H", "H", "H", "H", "H", "H", "H"], "xyz": [[2.8895, -0.5120, -0.9704], [-1.8739, -0.1456, 0.7149], [-1.0474, -1.0378, -1.4860], [1.6137, 0.8017, 1.6364], [2.4890, 0.7367, -1.2259], [-0.7426, -0.2214, -0.2461], [1.8202, -1.4950, -0.5121], [4.0833, -0.9010, -0.9079], [1.0045, -0.6911, 0.5831], [-2.1086, -1.2422, 0.9977], [-1.5628, 0.4629, 1.5638], [-2.8520, 0.2819, 0.4545], [-0.5361, -1.9376, -1.4801], [-0.6388, -0.4323, -2.3787], [-2.1316, -1.2481, -1.6129], [2.6671, 0.9065, 1.7448], [1.2253, 1.7227, 1.2465], [1.1178, 0.5856, 2.5995], [1.4878, 1.0611, -1.3131], [3.3191, 1.4682, -1.5066], [-0.4293, 0.7825, -0.5765], [0.5889, -1.6665, 1.5333]], "mulliken_charge": [0.675, -1.562, -1.216, -1.122, -1.079, 0.598, -0.372, -0.757, 0.520, 0.290, 0.380, 0.369, 0.341, 0.256, 0.338, 0.381, 0.345, 0.335, 0.382, 0.168, 0.150, -0.420]}

=====

{"formula": "C6H13O3P", "method": "ωB97M-V/def2-TZVPD", "homo_energy_ha": -0.4025, "e_above_lowest_ev": 0.0000, "charge": 0, "smiles": "CC1(C)O[PH](=O)OC1(C)C", "elements": ["C", "C", "C", "O", "P", "O", "O", "C", "C", "C", "H", "H", "H", "H", "H", "H", "H", "H", "H", "H", "H", "H", "H"], "xyz": [[1.4234, -0.5744, 1.1640], [0.3595, 0.2893, 0.5542], [-0.4470, 1.0517, 1.5746], [1.1213, 1.3982, -0.1501], [0.1826, 1.8851, -1.3600], [-0.1919, 3.3034, -1.3710], [-0.9877, 0.7412, -1.2061], [-0.4749, -0.3768, -0.4892], [-1.5748, -1.1283, 0.1583], [0.3722, -1.2079, -1.4855], [2.0604, 0.1419, 1.5768], [2.0148, -1.1387, 0.5065], [0.9531, -1.2349, 1.9062], [0.3086, 1.6498, 1.9698], [-0.8980, 0.3952, 2.4347], [-1.1539, 1.5964, 1.0433], [0.9181, 1.2982, -2.4930], [-2.1030, -1.6615, -0.7702], [-2.2381, -0.4132, 0.8746], [-1.2609, -1.8863, 0.7671], [-0.1532, -1.2235, -2.4929], [0.4007, -2.2152, -1.1461], [1.3689, -0.6897, -1.5660]], "mulliken_charge": [-1.788, 1.169, -1.945, -0.357, 0.645, -0.694, -0.473, 1.855, -1.627, -1.759, 0.505, 0.417, 0.338, 0.584, 0.285, 0.472, 0.078, 0.347, 0.298, 0.430, 0.408, 0.380, 0.431]}

=====

{"formula": "C6H13O4P", "method": "ωB97M-V/def2-TZVPD", "homo_energy_ha": [-0.2590, -0.2590], "e_above_lowest_ev": 5.0375, "charge": 0, "elements": ["C", "C", "C", "C", "C", "C", "O", "O", "O", "O", "P", "H", "H", "H", "H", "H", "H", "H", "H", "H", "H", "H", "H", "H"], "xyz": [[2.7422, 1.7019, -1.4857], [2.8252, 1.2179, -0.2087], [1.2449, -1.5741, 1.3461], [-1.8352, 1.8209, 1.4560], [-2.9956, -1.9507, -1.3244], [2.1642, -0.0309, 0.0172], [0.1337, 0.3229, -0.5372], [2.1206, -0.5052, 1.2437], [-1.9979, 0.5530, 0.8407], [-1.7639, -1.3069, -0.9928], [-1.4165, 0.2827, -0.7133], [3.1026, 2.7141, -1.7352], [2.1433, 1.2272, -2.1844], [3.3219, 1.7258, 0.5249], [1.0945, -1.8072, 2.4589], [1.5740, -2.4265, 0.7152], [0.3136, -1.2863, 0.9793], [-0.9637, 1.7535, 2.1748], [-2.6668, 2.2255, 1.9326], [-1.5240, 2.5192, 0.6268], [-2.6398, -2.8742, -1.5506], [-3.4212, -1.6301, -2.3708], [-3.6310, -1.8789, -0.4727], [2.0750, -0.7935, -0.7405]], "mulliken_charge": [-0.676, -0.218, -0.429, -0.600, -0.670, 0.354, 0.022, -0.299, -0.250, -0.163, -0.568, 0.253, 0.284, 0.447, 0.227, 0.326, 0.120, 0.170, 0.283, 0.249, 0.253, 0.249, 0.282, 0.355]}